71
Properties=species:S:1:pos:R:3:forces:R:3 method="wB97M-V/def2-TZVPD" e_tot_ev=-81916.700 largest_force_ev_per_a=7.7 total_charge=-1 gap_ha=0.326
Cl -1.010 -0.267 -0.765 -1.4 1.9 -5.2
O -1.227 -0.425 0.586 -5.1 -5.7 0.7
O -0.981 -1.596 -1.298 -0.4 3.9 1.5
O -2.093 0.546 -1.406 2.1 -1.5 2.6
O 0.217 0.426 -1.023 -0.7 -0.4 -1.5
C -3.073 0.617 -3.788 0.4 0.2 0.3
C -1.791 0.667 -4.495 3.3 2.9 0.9
O -1.921 0.019 -5.700 -1.6 0.4 -2.0
C -2.985 -0.795 -5.551 -3.0 -1.9 -3.0
O -3.386 -1.667 -6.337 1.5 2.8 2.0
O -3.610 -0.519 -4.405 -1.7 -0.9 -0.3
H -3.545 1.578 -3.993 -1.1 -0.4 0.0
H -2.892 0.418 -2.732 -0.9 0.2 -1.0
H -0.916 0.312 -3.950 -0.1 -0.6 0.3
H -1.507 1.703 -4.680 0.0 0.1 -0.3
C 2.880 -2.313 -0.346 0.0 3.9 -2.0
C 1.491 -1.756 -0.234 2.1 -0.1 -0.9
O 1.092 -2.300 1.053 -2.5 3.4 -1.1
C 1.884 -3.254 1.354 0.0 -2.8 4.9
O 1.813 -3.888 2.432 0.5 1.4 -3.6
O 2.754 -3.404 0.394 2.9 -5.0 0.8
H 3.642 -1.616 0.002 0.2 -0.1 0.7
H 3.093 -2.361 -1.414 0.2 -1.3 0.0
H 0.986 -2.220 -1.081 -0.3 0.2 0.7
H 1.590 -0.683 -0.399 -0.8 -0.5 1.2
C -0.365 -2.208 -3.363 0.8 1.5 -2.9
C -0.690 -1.953 -4.906 0.1 -1.3 3.3
O -0.515 -3.243 -5.419 0.8 -1.0 0.1
C 0.194 -4.037 -4.557 0.4 -1.9 0.2
O 0.547 -5.173 -4.831 -0.6 3.1 1.0
O 0.407 -3.362 -3.318 0.0 -2.4 -2.8
H -1.198 -2.219 -2.659 0.1 -0.8 -2.4
H 0.340 -1.425 -3.084 -0.4 0.3 0.4
H -0.016 -1.215 -5.341 -0.1 -0.3 -0.3
H -1.739 -1.658 -4.929 1.8 -1.7 0.1
C -2.338 -3.469 -0.277 1.2 1.7 1.5
C -0.904 -3.934 -0.499 0.8 1.6 2.3
O -1.057 -4.891 -1.457 5.2 -1.4 0.1
C -2.264 -5.118 -1.719 -1.3 -3.4 -4.8
O -2.594 -5.989 -2.504 -0.5 0.5 1.1
O -2.985 -4.166 -1.290 -4.8 1.7 1.8
H -2.377 -2.396 -0.464 -0.7 -0.8 -0.1
H -2.626 -3.513 0.774 -0.9 -1.2 -0.1
H -0.332 -4.306 0.351 -0.6 -0.5 0.3
H -0.386 -3.012 -0.763 0.2 -2.0 -0.5
C 1.405 6.556 3.668 -0.9 0.2 0.5
C 2.228 5.824 2.559 -1.2 -0.5 1.3
O 2.812 4.601 3.123 -0.9 -1.4 0.1
P 1.917 3.282 3.522 -1.1 -1.7 -0.6
O 2.670 1.972 3.665 -1.2 3.3 -0.1
O 1.120 3.741 4.921 0.5 0.2 -2.1
C 1.639 3.511 6.209 -0.3 -1.9 1.6
C 1.375 2.041 6.601 1.2 0.2 -0.9
O 0.690 3.189 2.343 3.2 3.1 3.1
C -0.304 2.189 2.357 -0.3 -1.3 -0.1
C 0.089 1.201 1.334 1.8 1.9 1.7
H 0.630 7.263 3.372 0.2 0.0 -1.1
H 0.792 5.875 4.258 0.2 -0.7 -0.5
H 1.825 7.123 4.499 1.4 -0.1 -0.4
H 1.557 5.464 1.779 -0.1 0.4 0.0
H 3.041 6.377 2.088 0.0 0.0 0.4
H 2.724 3.557 6.308 0.1 0.7 -0.5
H 1.226 4.123 7.012 -0.4 0.9 -0.8
H 1.567 1.883 7.662 0.0 -0.1 -0.1
H 0.461 1.553 6.263 -0.2 0.5 0.2
H 2.183 1.647 5.985 -0.2 -1.3 0.4
H -0.500 1.809 3.360 0.5 -0.2 0.2
H -1.288 2.544 2.050 0.1 1.1 -0.1
H 0.259 1.682 0.371 0.1 0.6 0.9
H 0.962 0.597 1.580 0.4 0.3 0.3
H -0.685 0.459 1.137 2.0 3.7 2.8



53
Properties=species:S:1:pos:R:3:forces:R:3 method="wB97M-V/def2-TZVPD" e_tot_ev=-88341.147 largest_force_ev_per_a=2.3 total_charge=+2 gap_ha=0.283
C -0.098 -0.109 3.601 0.1 -0.3 0.9
H 0.405 -0.633 4.453 -0.3 0.6 -0.7
H -1.043 0.280 3.994 0.1 -0.1 0.0
H 0.503 0.752 3.327 0.2 0.1 -0.2
C -0.346 -1.133 2.501 0.2 -0.3 0.6
H -0.965 -0.702 1.706 -0.2 0.1 -0.1
H 0.614 -1.418 2.043 0.0 -0.1 0.1
C -1.023 -2.382 3.100 -0.1 -0.7 -0.2
H -0.900 -3.250 2.434 -0.1 0.2 0.2
H -0.618 -2.684 4.083 0.2 0.3 -0.5
H -2.099 -2.275 3.287 0.2 0.3 -0.2
C -1.993 0.431 -2.639 -0.5 0.0 1.1
C -2.578 -0.728 -2.005 0.1 0.8 0.1
C -2.854 -0.380 -0.650 0.3 -0.2 -0.3
C -2.337 0.909 -0.414 -0.1 0.5 -0.2
C -1.798 1.426 -1.625 -0.4 -0.5 -0.1
C -0.934 2.645 -1.707 -0.3 0.6 -0.2
C -2.437 1.672 0.865 -0.2 0.3 0.4
C -3.492 -1.224 0.396 -0.2 -0.2 0.4
C -2.397 -2.124 -2.508 -0.8 -0.1 -0.2
C -1.199 0.352 -3.890 -0.2 0.2 -0.6
La -0.155 -0.433 -1.389 1.1 -1.0 1.3
H -1.634 2.418 0.961 -0.3 -0.3 0.1
H -3.392 2.227 0.882 0.3 -0.2 0.1
H -2.426 1.017 1.751 0.0 0.3 -0.3
H -0.975 3.206 -0.760 0.2 -0.2 -0.4
H 0.136 2.463 -1.977 -0.5 0.0 0.1
H -1.349 3.302 -2.476 0.3 0.1 0.0
H -1.001 -0.697 -4.181 0.1 0.3 -0.1
H -1.803 0.798 -4.692 0.5 -0.1 -0.1
H -0.256 0.930 -3.822 -0.2 -0.2 -0.2
H -2.978 -2.805 -1.868 0.4 0.0 -0.4
H -2.722 -2.228 -3.553 0.2 -0.2 0.3
H -1.321 -2.487 -2.493 -0.3 0.1 0.0
H -3.007 -1.051 1.368 -0.2 -0.2 -0.3
H -4.561 -0.992 0.543 0.4 0.0 -0.2
H -3.418 -2.287 0.148 -0.1 0.1 0.2
C 2.717 2.708 -0.473 -0.2 0.6 -0.2
N 3.324 1.495 0.038 0.1 -1.0 -0.1
C 4.082 1.392 1.200 -0.2 -0.3 -0.5
C 4.464 0.100 1.314 -0.4 0.1 -0.4
N 3.906 -0.596 0.260 -0.4 1.2 -0.8
C 4.188 -1.986 -0.015 0.2 -0.9 0.0
C 3.228 0.269 -0.571 1.2 0.3 1.9
Se 2.645 -0.073 -2.304 0.0 -0.1 -0.4
H 3.315 3.576 -0.174 -0.2 -0.3 0.0
H 1.688 2.818 -0.092 0.4 0.0 0.0
H 2.681 2.678 -1.569 0.1 -0.1 0.3
H 4.309 2.232 1.828 -0.1 0.2 0.0
H 5.115 -0.387 2.015 0.0 0.0 0.2
H 5.241 -2.112 -0.314 -0.4 0.1 0.1
H 4.006 -2.584 0.892 0.0 0.3 -0.4
H 3.542 -2.337 -0.828 0.2 0.1 0.3



55
Properties=species:S:1:pos:R:3:forces:R:3 method="wB97M-V/def2-TZVPD" e_tot_ev=-31638.987 largest_force_ev_per_a=5.0 total_charge=+2 gap_ha=0.214
N -0.096 1.740 0.425 0.4 -0.6 1.1
C 0.200 2.917 0.615 -0.4 2.5 -4.3
O 0.340 4.057 0.248 0.0 -3.2 2.8
Na -1.465 1.890 -1.559 -0.3 0.4 -0.3
Nb 0.041 -0.241 -0.056 0.0 2.2 0.5
N 0.445 -0.025 -1.989 -1.1 -0.9 1.3
N -1.820 -0.735 0.240 1.8 -0.8 -1.1
C 1.712 0.529 -2.514 0.0 -0.3 -0.7
C -3.015 -0.510 1.049 -0.5 -0.2 0.4
C 1.342 1.823 -3.227 0.2 0.4 -0.2
C 2.306 -0.461 -3.515 0.3 0.0 -0.3
C 2.713 0.787 -1.406 0.2 0.1 0.2
C -4.250 -0.988 0.291 -0.3 0.0 -0.1
C -2.889 -1.357 2.309 0.0 0.1 0.4
C -3.146 0.965 1.369 -0.2 0.2 0.3
H 0.548 1.667 -3.968 0.4 0.2 0.1
H 2.224 2.192 -3.767 -0.3 0.1 0.1
H 1.021 2.604 -2.521 0.2 -0.1 0.0
H 2.449 -1.444 -3.054 0.0 0.1 0.0
H 3.286 -0.092 -3.849 -0.3 -0.1 0.1
H 1.680 -0.579 -4.405 0.2 0.0 0.1
H 2.331 1.472 -0.635 0.1 -0.1 -0.1
H 3.595 1.275 -1.853 -0.3 -0.2 0.3
H 3.066 -0.146 -0.941 -0.1 0.2 -0.1
H -4.352 -0.490 -0.677 0.0 0.0 0.0
H -5.136 -0.755 0.893 0.1 -0.1 -0.2
H -4.242 -2.069 0.131 0.0 0.1 0.0
H -2.796 -2.416 2.050 -0.1 0.2 0.2
H -3.794 -1.239 2.917 0.3 -0.1 0.0
H -2.012 -1.069 2.899 -0.2 0.0 0.0
H -2.253 1.382 1.850 -0.2 -0.2 -0.1
H -3.994 1.079 2.062 0.3 0.1 -0.3
H -3.386 1.557 0.470 0.0 -0.1 0.1
C -1.665 -2.127 -0.305 -0.9 0.7 0.3
H -0.632 -2.296 -0.660 0.3 -0.3 -0.3
H -1.888 -2.891 0.446 0.3 0.2 -0.1
H -2.337 -2.254 -1.158 0.4 -0.2 -0.1
C -0.496 -0.503 -3.033 0.0 0.1 -0.3
H -0.196 -1.474 -3.443 -0.1 0.1 0.2
H -1.529 -0.589 -2.674 0.2 -0.1 0.2
H -0.507 0.202 -3.874 -0.1 -0.3 0.2
C 1.385 -0.929 1.463 -0.9 0.5 -0.8
C 2.125 0.076 2.308 0.6 -0.1 0.0
C 3.539 0.104 2.251 -0.6 0.4 0.0
C 4.246 1.021 3.034 0.0 -0.2 -0.2
C 3.572 1.912 3.870 0.3 0.0 0.1
C 2.181 1.894 3.912 -0.4 -0.2 0.0
C 1.449 0.969 3.154 0.1 0.2 -0.1
H 2.025 -1.592 0.867 0.2 -0.3 0.3
H 0.576 -1.487 1.975 0.5 -0.2 0.3
H 4.060 -0.570 1.559 -0.1 0.2 0.4
H 5.335 1.034 2.994 -0.3 0.0 0.0
H 4.142 2.609 4.506 -0.4 -0.4 -0.5
H 1.651 2.595 4.559 0.1 -0.2 -0.2
H 0.345 0.973 3.194 0.7 -0.1 0.1